Record 1
{
  "formula": "C32H27BrF3IN8O5S3Zn",
  "method": "wB97M-V/def2-TZVPD",
  "species": ["Zn", "C", "N", "C", "C", "N", "C", "C", "C", "C", "C", "C", "N", "C", "N", "C", "C", "C", "C", "C", "C", "N", "H", "H", "H", "H", "H", "H", "H", "H", "H", "H", "H", "H", "H", "H", "H", "Br", "C", "C", "C", "C", "C", "C", "I", "H", "H", "H", "H", "F", "C", "F", "F", "S", "O", "O", "O", "N", "C", "C", "C", "C", "C", "C", "S", "O", "O", "N", "C", "S", "C", "C", "N", "H", "H", "H", "H", "H", "H", "H", "H"],
  "positions_angstrom": [[-0.682, 0.388, 0.206], [1.156, 1.820, 2.413], [0.362, 0.607, 2.317], [1.085, -0.649, 2.463], [1.636, -1.056, 1.132], [1.067, -0.729, 0.000], [1.882, -1.242, -1.008], [1.759, -1.179, -2.392], [2.749, -1.783, -3.140], [3.833, -2.439, -2.538], [3.959, -2.516, -1.166], [2.961, -1.903, -0.419], [2.777, -1.756, 0.948], [0.904, 2.710, 1.230], [0.332, 2.310, 0.132], [0.222, 3.436, -0.678], [-0.353, 3.585, -1.935], [-0.330, 4.845, -2.499], [0.248, 5.936, -1.833], [0.813, 5.802, -0.579], [0.782, 4.532, -0.018], [1.214, 4.032, 1.203], [0.926, 2.377, 3.327], [2.222, 1.575, 2.453], [-0.464, 0.621, 2.916], [1.896, -0.594, 3.200], [0.381, -1.409, 2.802], [0.891, -0.721, -2.845], [2.680, -1.768, -4.220], [4.578, -2.912, -3.164], [4.785, -3.038, -0.699], [3.309, -2.203, 1.676], [-0.813, 2.744, -2.433], [-0.775, 4.993, -3.475], [0.244, 6.908, -2.309], [1.250, 6.648, -0.064], [1.627, 4.555, 1.955], [2.325, -5.866, -1.650], [1.818, -5.188, 0.037], [2.649, -5.463, 1.117], [2.308, -5.025, 2.387], [1.131, -4.312, 2.578], [0.315, -4.024, 1.496], [0.650, -4.453, 0.213], [-0.617, -3.902, -1.338], [3.550, -6.039, 0.956], [2.949, -5.264, 3.226], [0.838, -3.989, 3.569], [-0.595, -3.458, 1.629], [-3.034, -3.427, 2.521], [-2.737, -2.399, 3.315], [-1.522, -2.637, 3.856], [-3.621, -2.355, 4.307], [-2.718, -0.809, 2.390], [-4.057, -0.642, 1.924], [-2.229, 0.129, 3.385], [-1.712, -1.102, 1.345], [-2.302, 3.987, -6.948], [-2.332, 3.041, -5.932], [-1.151, 2.432, -5.497], [-1.188, 1.455, -4.522], [-2.401, 1.073, -3.958], [-3.580, 1.657, -4.399], [-3.546, 2.635, -5.376], [-2.425, -0.136, -2.670], [-3.767, -0.645, -2.608], [-1.324, -1.029, -2.924], [-2.035, 0.663, -1.324], [-2.955, 1.373, -0.599], [-4.565, 1.841, -1.010], [-4.698, 2.652, 0.509], [-3.560, 2.494, 1.216], [-2.571, 1.780, 0.589], [-1.424, 4.458, -7.087], [-3.095, 4.605, -6.998], [-0.205, 2.720, -5.940], [-0.273, 0.978, -4.194], [-4.523, 1.325, -3.987], [-4.470, 3.083, -5.724], [-5.610, 3.140, 0.805], [-3.394, 2.851, 2.221]],
  "atomic_forces_ev_per_a": [[0.09, 0.16, -0.06], [-0.02, 0.02, -0.02], [0.02, -0.07, 0.01], [-0.01, 0.04, 0.03], [0.00, 0.00, -0.01], [0.03, -0.01, -0.02], [0.00, -0.02, 0.01], [0.01, 0.01, 0.00], [-0.01, 0.01, 0.00], [0.00, -0.01, 0.00], [0.00, -0.01, 0.00], [0.00, 0.01, -0.02], [0.02, 0.03, 0.00], [-0.01, -0.01, 0.00], [-0.04, 0.00, 0.05], [0.01, 0.00, 0.00], [-0.01, -0.01, 0.02], [0.00, 0.00, 0.00], [0.00, 0.00, 0.00], [0.01, 0.00, 0.00], [0.00, 0.00, 0.00], [0.00, 0.00, -0.01], [0.02, 0.00, 0.01], [0.00, -0.01, -0.02], [-0.01, 0.00, -0.01], [0.00, 0.00, 0.00], [-0.01, 0.00, 0.00], [0.01, 0.00, 0.00], [0.00, 0.00, 0.00], [0.00, 0.00, 0.00], [0.00, 0.00, 0.00], [-0.01, -0.01, 0.00], [0.01, 0.02, 0.01], [0.00, 0.00, 0.00], [0.00, 0.00, 0.00], [0.00, 0.00, 0.00], [0.00, 0.00, 0.00], [0.02, 0.01, -0.01], [-0.01, 0.00, 0.01], [0.00, -0.01, 0.00], [-0.01, 0.01, 0.00], [0.00, 0.00, 0.00], [-0.01, 0.01, 0.00], [0.03, -0.01, 0.00], [-0.03, -0.01, 0.01], [0.00, 0.00, 0.00], [0.00, 0.00, 0.00], [-0.01, 0.00, 0.00], [-0.02, 0.01, 0.01], [0.01, 0.01, -0.01], [0.01, -0.01, -0.01], [0.01, -0.02, -0.01], [0.00, 0.00, 0.00], [0.01, -0.03, -0.01], [-0.02, 0.00, 0.00], [0.01, 0.02, -0.02], [-0.03, -0.01, 0.05], [0.00, 0.01, 0.02], [0.01, 0.00, -0.01], [-0.01, -0.01, 0.00], [-0.02, -0.01, -0.02], [0.02, 0.00, 0.00], [0.01, 0.00, 0.00], [-0.01, 0.00, 0.00], [0.06, 0.09, -0.01], [-0.02, 0.01, 0.00], [-0.04, -0.04, -0.01], [-0.07, -0.16, 0.06], [0.02, 0.05, -0.02], [-0.01, -0.02, -0.01], [0.01, 0.01, -0.01], [0.00, 0.01, 0.01], [-0.04, -0.04, 0.00], [0.00, 0.00, 0.00], [0.00, 0.00, 0.00], [0.00, 0.00, 0.00], [0.00, 0.00, -0.01], [0.00, 0.01, 0.01], [0.00, 0.00, 0.00], [0.00, 0.00, 0.00], [0.00, 0.00, 0.00]],
  "mulliken_charge": [-0.04, -1.01, 0.12, -1.43, 0.62, 0.92, -0.02, -0.29, -0.76, -0.56, -1.19, 0.48, 0.31, 0.21, 0.78, -0.72, 0.33, -0.78, -0.47, -1.19, 0.42, -0.08, 0.53, 0.32, 0.42, 0.60, -0.19, 0.30, 0.46, 0.40, 0.42, 0.33, 0.42, 0.45, 0.39, 0.40, 0.22, -0.12, 0.13, -0.33, -0.87, -0.36, 0.16, -0.65, 0.32, 0.46, 0.39, 0.49, 0.25, -0.22, 0.53, -0.24, -0.23, 1.08, -0.58, -0.87, -0.20, -0.58, 0.95, -0.79, -0.19, 0.01, -0.71, -0.81, 1.07, -0.73, -0.71, 0.02, 0.58, -0.09, -0.25, -1.11, 0.24, 0.23, 0.21, 0.31, 0.27, 0.63, 0.34, 0.46, 0.38],
  "largest_force_ev_per_a": 0.19,
  "e_above_lowest_ev": 0.0000,
  "total_charge": 0,
  "e_lumo_ev": -0.13
}

***

Record 2
{
  "formula": "CH3I2NS",
  "method": "wB97M-V/def2-TZVPD",
  "species": ["C", "N", "S", "I", "I", "H", "H", "H"],
  "positions_angstrom": [[-1.411, 0.560, 1.051], [-0.972, -0.567, 0.710], [2.820, -0.901, -0.928], [2.380, 1.458, -0.432], [-1.709, -1.762, -0.831], [-0.906, 1.274, 1.848], [-2.059, 1.170, 0.369], [1.856, -1.232, -1.786]],
  "atomic_forces_ev_per_a": [[0.45, 2.50, -1.40], [0.56, -0.63, 1.32], [0.39, 0.60, 0.53], [-0.03, -1.00, -0.39], [0.00, 0.91, 0.42], [-0.76, -2.18, -1.12], [-0.20, -0.61, 0.76], [-0.40, 0.41, -0.12]],
  "mulliken_charge": [-0.14, -0.41, -0.25, 0.08, 0.10, 0.25, 0.22, 0.16],
  "largest_force_ev_per_a": 2.90,
  "e_above_lowest_ev": 0.6602,
  "total_charge": 0,
  "e_lumo_ev": -1.07
}

***

Record 3
{
  "formula": "C4H8OS",
  "method": "wB97M-V/def2-TZVPD",
  "species": ["C", "C", "C", "C", "O", "S", "H", "H", "H", "H", "H", "H", "H", "H"],
  "positions_angstrom": [[-1.071, 1.333, 0.242], [-1.368, 0.030, -0.538], [0.984, -0.213, 0.398], [2.103, -0.938, -0.313], [-2.395, -0.790, -0.142], [0.720, 1.494, 0.143], [-1.512, 2.364, 0.012], [-1.269, 1.128, 1.250], [-1.405, 0.089, -1.586], [0.556, -0.457, 1.339], [1.892, -0.967, -1.496], [2.119, -1.991, 0.071], [3.150, -0.492, -0.216], [-2.504, -0.591, 0.836]],
  "atomic_forces_ev_per_a": [[0.35, 0.44, -1.36], [-0.04, 0.62, 1.16], [-0.23, 0.62, -1.44], [-0.06, -0.49, -1.54], [0.23, 1.12, 2.16], [0.44, 0.68, -0.64], [0.10, -1.55, -0.13], [-0.60, -0.21, 1.77], [0.62, 0.02, -1.37], [0.07, -1.05, 0.65], [0.41, 0.05, 2.65], [0.20, 0.86, -0.51], [-1.38, -0.39, 0.13], [-0.11, -0.71, -1.54]],
  "mulliken_charge": [-0.43, -0.29, -0.24, -0.88, -0.47, -0.13, 0.29, 0.27, 0.34, 0.41, 0.23, 0.28, 0.28, 0.33],
  "largest_force_ev_per_a": 2.68,
  "e_above_lowest_ev": 4.0225,
  "total_charge": 0,
  "e_lumo_ev": [0.74, 0.40]
}

***

Q: Number 2 is which compound?
A: CH3I2NS